[1]
Entry from OMol25: a structure of composition C26H58N2O28S7 at a distorted geometry (ωB97M-V with the def2-TZVPD basis set).

Atoms and positions in Å:
C  -0.71  -2.11  0.43
C  0.40  -1.41  -0.47
N  0.08  0.05  -0.60
C  0.43  0.78  0.58
C  -0.25  2.17  0.60
C  0.76  0.76  -1.84
C  2.25  0.51  -1.99
H  -0.29  -3.08  0.70
H  -1.71  -2.16  0.00
H  -0.71  -1.66  1.43
H  1.43  -1.53  -0.15
H  0.34  -1.95  -1.42
H  0.15  0.26  1.50
H  1.51  0.88  0.60
H  0.10  2.98  -0.04
H  -1.33  2.08  0.47
H  0.03  2.61  1.56
H  0.58  1.83  -1.80
H  0.24  0.48  -2.75
H  2.57  -0.53  -2.10
H  2.71  0.67  -1.02
H  2.70  1.24  -2.66
C  -3.57  5.66  1.54
C  -2.20  5.34  0.80
N  -1.35  6.49  0.50
C  0.01  6.25  0.11
C  1.04  6.71  1.14
C  -2.06  7.54  -0.20
C  -2.83  7.09  -1.45
H  -4.30  5.98  0.80
H  -3.39  6.40  2.33
H  -3.88  4.71  1.96
H  -1.50  4.73  1.37
H  -2.42  4.76  -0.10
H  0.19  5.18  0.02
H  0.08  6.67  -0.89
H  0.88  7.78  1.25
H  1.05  6.16  2.09
H  2.06  6.65  0.77
H  -1.39  8.33  -0.51
H  -2.81  8.02  0.42
H  -2.31  6.31  -2.01
H  -3.05  7.86  -2.18
H  -3.75  6.67  -1.04
C  5.88  -0.30  -1.08
C  6.99  0.22  -0.12
O  6.80  -0.49  1.10
S  5.75  -1.77  0.87
O  4.88  -2.07  2.01
O  6.45  -2.94  0.36
O  5.00  -1.01  -0.31
H  6.29  -0.98  -1.83
H  5.40  0.59  -1.47
H  6.74  1.28  0.01
H  8.01  0.07  -0.46
C  -1.95  2.94  5.79
C  -1.99  3.24  4.38
O  -2.69  2.17  3.77
S  -2.32  0.81  4.61
O  -1.11  0.27  3.91
O  -3.43  -0.16  4.73
O  -1.87  1.56  5.91
H  -2.85  3.13  6.37
H  -1.10  3.44  6.26
H  -0.96  3.38  4.06
H  -2.50  4.17  4.13
C  -4.23  -3.88  1.36
C  -3.10  -4.60  2.19
O  -3.43  -6.01  2.05
S  -4.56  -6.32  0.93
O  -5.90  -6.67  1.51
O  -3.95  -7.22  -0.06
O  -4.52  -4.78  0.29
H  -4.07  -2.88  0.96
H  -5.09  -3.69  1.99
H  -3.07  -4.42  3.26
H  -2.12  -4.39  1.77
C  -1.43  -7.76  -2.30
C  -1.69  -7.31  -3.76
O  -1.16  -6.01  -3.94
S  -1.20  -5.16  -2.53
O  -2.43  -4.49  -2.23
O  0.07  -4.39  -2.38
O  -1.19  -6.56  -1.60
H  -0.57  -8.41  -2.13
H  -2.30  -8.19  -1.81
H  -2.75  -7.39  -3.98
H  -1.17  -8.04  -4.37
C  3.54  -1.39  -4.97
C  4.46  -2.27  -5.74
O  3.82  -3.57  -5.82
S  2.67  -3.80  -4.75
O  2.90  -4.86  -3.69
O  1.33  -3.78  -5.40
O  2.89  -2.29  -4.09
H  2.72  -1.02  -5.58
H  3.92  -0.53  -4.42
H  5.39  -2.26  -5.18
H  4.63  -2.08  -6.80
C  -2.54  -0.54  -2.59
C  -3.02  0.58  -1.64
O  -4.42  0.62  -1.78
S  -5.03  -0.92  -2.22
O  -5.83  -0.73  -3.44
O  -5.62  -1.66  -1.06
O  -3.50  -1.57  -2.63
H  -1.58  -0.87  -2.20
H  -2.29  -0.31  -3.63
H  -2.58  1.53  -1.96
H  -2.77  0.41  -0.60
C  2.97  -1.15  4.12
C  4.20  -0.70  4.90
O  4.35  0.67  4.58
S  3.58  1.15  3.16
O  4.50  1.40  2.04
O  2.61  2.26  3.45
O  2.77  -0.31  3.03
H  2.08  -1.24  4.74
H  3.12  -2.16  3.73
H  5.12  -1.10  4.48
H  4.32  -0.66  5.98

For the gap between HOMO and LUMO (alpha / beta), the calculation gives 0.29109 / 0.12489 Ha. Its charge is +1. As for the HOMO energy (alpha / beta): -10.496 / -10.496 eV. The calculation puts the LUMO energy (alpha / beta) at -2.6 / -7.1 eV. The molecular weight comes out at 1071.205 g mol⁻¹. Its spin multiplicity is 2.

Results of the Löwdin charge analysis, in e, for atoms 1 through 6: -0.05 -0.19 -0.16 -0.26 -0.07 -0.19

[2]
Entry from OMol25: a cluster of 5 separate species, C26H58N5O7S in total (ωB97M-V with the def2-TZVPD basis set).

Atoms and positions in Å:
C  -3.32  -1.52  -1.35
C  -3.04  -0.06  -1.73
C  -1.68  0.46  -1.24
C  -0.47  0.31  -2.21
C  -0.70  -0.59  -3.44
C  0.73  -0.17  -1.46
N  1.89  0.46  -1.20
C  2.16  1.84  -1.65
C  3.54  2.11  -2.23
C  3.72  3.65  -2.34
N  4.67  4.09  -3.35
C  2.70  -0.36  -0.43
C  4.05  -0.04  0.12
C  5.27  -0.58  -0.68
C  4.99  -1.73  -1.63
N  4.29  -1.45  -2.84
O  5.39  -2.84  -1.40
C  2.03  -1.51  -0.21
S  2.47  -2.93  0.69
N  0.81  -1.36  -0.86
O  -0.20  -2.25  -0.87
N  0.31  -3.60  -1.48
O  -0.30  -4.44  -1.04
H  -4.38  -1.72  -1.28
H  -2.92  -1.68  -0.35
H  -2.82  -2.23  -2.01
H  -3.20  0.13  -2.79
H  -3.78  0.54  -1.20
H  -1.44  -0.02  -0.29
H  -1.78  1.52  -1.01
H  -0.24  1.29  -2.60
H  -1.07  -1.57  -3.18
H  0.23  -0.72  -3.99
H  -1.43  -0.13  -4.10
H  1.46  2.03  -2.46
H  1.90  2.54  -0.86
H  3.66  1.70  -3.23
H  4.35  1.75  -1.61
H  4.08  4.00  -1.37
H  2.74  4.10  -2.53
H  5.48  3.49  -3.39
H  4.24  4.13  -4.27
H  4.16  1.03  0.27
H  4.09  -0.48  1.11
H  5.77  0.22  -1.24
H  6.00  -0.95  0.03
H  3.32  -1.74  -2.77
H  4.32  -0.47  -3.08
H  2.63  -2.32  1.87
C  -2.10  -0.61  3.29
C  -3.42  -0.33  2.59
C  -4.30  0.60  3.41
O  -4.10  -1.56  2.34
H  -2.26  -1.09  4.25
H  -1.48  -1.28  2.69
H  -1.54  0.32  3.46
H  -3.23  0.11  1.61
H  -4.53  0.15  4.37
H  -5.24  0.78  2.89
H  -3.81  1.56  3.59
H  -4.28  -1.97  3.19
C  4.40  7.94  -0.87
C  5.43  7.33  0.07
C  6.85  7.66  -0.37
O  5.26  5.91  0.14
H  4.54  7.54  -1.88
H  3.39  7.68  -0.55
H  4.50  9.02  -0.92
H  5.26  7.69  1.08
H  7.05  7.26  -1.36
H  7.57  7.22  0.32
H  7.01  8.74  -0.39
H  5.42  5.56  -0.75
C  -6.36  -4.30  -2.44
C  -7.45  -3.30  -2.80
C  -8.66  -3.99  -3.41
O  -6.94  -2.32  -3.70
H  -6.01  -4.82  -3.34
H  -5.50  -3.78  -2.01
H  -6.71  -5.04  -1.73
H  -7.75  -2.76  -1.91
H  -8.38  -4.50  -4.34
H  -9.43  -3.26  -3.66
H  -9.09  -4.72  -2.73
H  -6.67  -2.77  -4.51
C  -1.34  -3.62  8.23
C  -1.46  -3.30  6.75
C  -0.57  -4.21  5.91
O  -1.12  -1.93  6.51
H  -0.31  -3.48  8.57
H  -1.98  -2.96  8.82
H  -1.63  -4.65  8.43
H  -2.50  -3.40  6.43
H  0.48  -4.08  6.18
H  -0.67  -3.96  4.85
H  -0.84  -5.25  6.05
H  -0.20  -1.80  6.79

For the gap between HOMO and LUMO, the calculation gives 0.28353 Ha. Its charge is +1. As for the HOMO energy: -11.784 eV. The calculation puts the LUMO energy at -4.1 eV. The molecular weight comes out at 584.845 g mol⁻¹. Its spin multiplicity is 1.

Results of the Löwdin charge analysis, in e, for atoms 1 through 6: -0.09 -0.23 -0.14 -0.24 -0.03 -0.14

Question: Which formula does entry 2 have?
Answer: C26H58N5O7S